The following is a quantum chemistry calculation of 2 unconnected molecules or ions with the total composition C4H11NO in a non-equilibrium geometry, from OMol25.

max |F| = 0.0581 Eh/bohr
total charge = 0
SMILES = C1CCNC1.O
relative energy (zero: lowest compared OMol25 entry of this formula, charge and spin) = 27.7 kcal per mole
E_HOMO = -8.954 eV

Element x y z (Å)
N1 0.8081 -1.1524 0.4492
C1 0.0000 0.0000 0.0000
C2 2.1368 -0.6112 0.6596
C3 0.9384 0.8085 -0.9442
C4 2.2804 0.3437 -0.5562
H1 0.3459 -1.4049 1.3320
H2 -0.9182 -0.3221 -0.5278
H3 -0.3097 0.5788 0.8914
H4 2.1396 0.0350 1.5584
H5 2.9669 -1.3361 0.7637
H6 0.6805 0.6265 -2.0052
H7 0.8196 1.8918 -0.7500
H8 3.0181 1.1404 -0.3403
H9 2.6544 -0.2356 -1.4222
O1 0.0354 7.2001 3.5855
H10 0.8211 7.4297 4.1315
H11 0.2625 6.3347 3.1757